Record 1
A 2-piece molecular cluster, C3H9N2 overall at a distorted geometry, computed with the ωB97M-V functional and the def2-TZVPD basis.

```
14
Properties=species:S:1:pos:R:3:forces:R:3:mulliken_spin:R:1
C 2.00824 -0.65327 -0.47945 -0.2 0.1 0.2 -0.007
N 1.60935 0.54607 -0.61361 -1.1 -0.2 -0.4 0.020
H 1.43277 -1.32634 0.15845 0.3 0.0 -0.4 0.007
H 2.89089 -0.98397 -0.99680 0.5 -0.2 0.1 0.003
H 2.15969 1.18447 -1.20902 -0.5 0.0 0.3 0.001
H 0.59193 0.77369 -0.29499 2.5 0.4 -0.4 0.002
C -1.26247 -1.20342 0.74609 -0.9 -2.4 0.3 0.390
C -1.55843 -0.07236 0.06844 -0.2 3.8 -1.6 0.262
N -0.92312 1.17657 0.31784 -3.5 -2.3 0.0 0.250
H -0.43870 -1.26708 1.41664 0.5 0.0 0.7 0.040
H -1.88379 -2.11693 0.57882 0.6 0.8 0.2 0.021
H -2.28258 -0.03830 -0.77663 0.6 -0.3 0.5 0.014
H -0.93361 1.36769 1.31005 1.0 0.2 0.8 0.006
H -1.46431 1.92262 -0.12657 0.5 0.2 -0.4 -0.008
```
Forces are in eV/Å.

Properties
- 2S+1: 2
- HOMO energy (alpha / beta): -21.11 / -22.79 eV
- Energy above the lowest of the compared OMol25 structures with the same formula, charge and spin: 38.6 kcal/mol
- Total charge: +2
- Gap between HOMO and LUMO (alpha / beta): 11.9 / 9.5 eV
- Maximum force: 0.0812 hartree/bohr
- Calculated total energy: -228.4321 a.u.

---

Record 2
C31H30Cl2CsNOP3S2 as an isolated structure at a distorted geometry, computed with the ωB97M-V functional and the def2-TZVPD basis.

```
71
Properties=species:S:1:pos:R:3:forces:R:3:lowdin_charge:R:1
Cs -1.02405 -1.30695 -0.00559 0.8 0.3 0.0 0.905
C 3.42896 -0.83822 1.37831 -0.2 -0.1 -0.2 -0.287
P 2.52754 -1.69166 0.01158 0.4 0.0 0.1 0.819
C 3.39500 -0.97374 -1.44521 -0.1 0.0 0.1 -0.284
C 3.34696 -3.36431 0.09171 0.0 0.0 0.0 -0.385
C 4.74458 -3.46373 0.08255 -0.1 0.0 0.0 -0.107
C 5.38785 -4.68395 0.15655 0.0 -0.1 0.0 -0.089
C 4.63584 -5.85107 0.24577 0.1 0.0 0.0 -0.093
C 3.25722 -5.77247 0.25385 -0.1 0.0 0.0 -0.115
C 2.58992 -4.54317 0.17508 0.0 0.1 0.0 -0.391
P 0.72889 -4.49075 0.17221 0.3 -0.4 0.1 0.846
C 0.38078 -5.77578 -1.11181 -0.1 0.2 0.2 -0.290
C 0.40728 -5.48433 1.69920 -0.1 0.1 -0.2 -0.287
H 4.51230 -0.93376 1.29302 0.0 0.0 0.0 0.032
H 3.09809 -1.24356 2.33561 0.0 0.0 0.0 0.035
H 3.16563 0.22057 1.32921 0.0 0.0 0.0 -0.030
H 4.48036 -1.05202 -1.37265 0.0 0.0 0.0 0.031
H 3.12362 0.08250 -1.50118 0.0 0.0 0.0 0.005
H 3.04717 -1.47427 -2.34986 0.0 0.0 0.0 0.035
H 5.34733 -2.56561 0.01782 0.0 0.0 0.0 0.090
H 6.47021 -4.72860 0.14669 0.0 0.0 0.0 0.099
H 5.12501 -6.81563 0.30842 0.0 0.0 0.0 0.098
H 2.68987 -6.69295 0.32555 0.0 0.0 0.0 0.086
H 0.87262 -6.72731 -0.91047 0.0 0.0 0.0 0.025
H 0.70297 -5.39661 -2.08164 0.0 0.0 0.0 0.036
H -0.69882 -5.93117 -1.14771 0.0 0.0 0.0 0.037
H 0.92244 -6.44555 1.69134 0.0 0.0 0.0 0.027
H -0.66844 -5.65029 1.77960 0.0 0.0 0.0 0.037
H 0.72979 -4.90692 2.56580 0.0 0.0 0.0 0.036
Cl -5.11569 -4.92301 0.33908 -0.1 0.1 0.0 0.631
C -5.48732 -3.21910 0.21242 0.2 0.0 0.0 -0.593
C -6.81971 -2.81245 0.21357 -0.1 0.0 0.0 -0.154
C -7.15317 -1.48970 0.11555 -0.3 -0.1 0.0 -0.625
Cl -8.85230 -1.03925 0.12219 0.1 0.0 0.0 0.620
C -6.15472 -0.50316 0.01052 0.4 0.1 0.0 -0.189
C -6.39374 0.88401 -0.09597 0.0 0.1 0.0 -0.039
C -5.34367 1.75525 -0.19450 -0.2 -0.1 0.0 -0.061
C -4.03615 1.24187 -0.18758 0.1 0.0 0.0 -0.147
N -3.77214 -0.03915 -0.08790 -0.2 0.2 0.0 0.029
C -4.79552 -0.92074 0.01103 0.0 0.0 0.0 -0.149
C -4.40071 -2.32651 0.11776 0.2 -0.3 0.0 -0.461
O -3.17748 -2.66748 0.11672 -1.4 -0.5 0.1 -0.415
H -7.60536 -3.55233 0.29195 0.0 0.0 0.0 0.097
H -7.41575 1.24085 -0.09870 0.0 0.0 0.0 0.083
H -5.50917 2.82095 -0.27736 0.0 0.0 0.0 0.098
H -3.17961 1.90748 -0.26788 0.0 0.0 0.0 0.093
S 3.35977 2.78044 0.22250 0.4 0.0 0.0 0.178
P 1.45557 3.10242 -0.13320 0.0 0.6 0.1 -0.043
S 0.27893 1.55200 -0.41683 -0.2 -0.1 -0.2 0.047
C 0.74784 4.14149 1.21483 0.0 -0.1 -0.1 -0.372
C -0.47085 3.83354 1.80428 0.0 0.2 0.1 -0.112
C -0.99557 4.65491 2.80007 0.1 0.0 -0.1 -0.093
C -0.30433 5.78703 3.20206 0.0 0.0 0.0 -0.109
C 0.91740 6.09783 2.61420 0.0 -0.1 -0.1 -0.095
C 1.44460 5.27644 1.62802 -0.1 0.0 0.1 -0.103
C 1.26068 4.28035 -1.53635 0.0 -0.1 0.0 -0.373
C -0.01613 4.63749 -1.96876 0.1 0.1 -0.1 -0.099
C -0.17039 5.54670 -3.00481 0.0 0.0 0.1 -0.094
C 0.94791 6.09981 -3.62129 0.0 0.0 0.0 -0.109
C 2.21833 5.74081 -3.19846 -0.1 -0.1 0.1 -0.096
C 2.37332 4.83319 -2.15262 0.0 0.1 -0.1 -0.115
H -0.99875 2.94580 1.48065 0.0 0.0 0.0 0.051
H -1.94453 4.41004 3.26232 0.0 0.0 0.0 0.097
H -0.71187 6.42689 3.97555 0.0 0.0 0.0 0.093
H 1.46133 6.97932 2.93209 0.0 0.0 0.0 0.095
H 2.40662 5.49681 1.18166 0.0 0.0 0.0 0.089
H -0.88129 4.18608 -1.49775 0.0 0.0 0.0 0.091
H -1.16368 5.82192 -3.33885 0.0 0.0 0.0 0.096
H 0.82467 6.80643 -4.43328 0.0 0.0 0.0 0.092
H 3.08860 6.16670 -3.68321 0.0 0.0 0.0 0.094
H 3.35709 4.53932 -1.80752 0.0 0.0 0.0 0.050
```
Forces are in eV/Å.

Properties
- 2S+1: 1
- HOMO energy: -4.61 eV
- Energy above the lowest of the compared OMol25 structures with the same formula, charge and spin: 7.3 kcal/mol
- Total charge: -1
- Gap between HOMO and LUMO: 6.6 eV
- Maximum force: 0.0292 hartree/bohr
- Calculated total energy: -4090.4579 a.u.

---

Record 3
C26H30N2P2Sc as an isolated structure at a distorted geometry, computed with the ωB97M-V functional and the def2-TZVPD basis.

```
61
Properties=species:S:1:pos:R:3:forces:R:3:lowdin_charge:R:1
C -1.28714 3.54660 -3.04187 -0.3 -1.4 0.4 -0.037
C -1.09144 2.19366 -2.80857 -0.2 0.5 -0.1 -0.217
C 0.19378 1.61700 -3.09719 1.1 -0.4 0.5 -0.183
C 1.27170 2.46923 -3.53264 -0.3 -0.3 0.2 -0.136
C 1.00959 3.84923 -3.74861 -0.6 0.5 0.0 -0.015
C -0.25027 4.36704 -3.51933 1.1 0.2 -0.4 -0.060
C 2.54455 1.90335 -3.65412 -0.2 -0.2 -0.3 0.067
C 2.75390 0.53996 -3.43064 -0.4 -0.2 0.3 -0.141
C 1.62412 -0.25858 -3.02493 -0.1 1.2 0.4 -0.195
C 1.82380 -1.63704 -2.66712 0.5 -0.2 0.0 -0.223
C 3.10119 -2.17184 -2.73665 -1.4 0.1 0.2 -0.036
C 4.19782 -1.39996 -3.15911 0.5 1.1 -0.4 -0.063
C 4.03672 -0.06930 -3.49567 0.3 -0.7 0.0 -0.015
H -2.27157 3.96887 -2.83762 0.2 0.0 -0.1 0.119
H 1.83215 4.47260 -4.10324 -0.3 0.0 0.1 0.120
H -0.45444 5.42241 -3.69485 0.1 -0.2 0.0 0.112
H 3.38483 2.53219 -3.94421 -0.1 -0.1 0.1 0.133
H 3.24330 -3.21253 -2.44525 0.0 0.2 -0.1 0.118
H 5.18168 -1.86392 -3.20994 -0.2 0.2 0.0 0.111
H 4.87549 0.55023 -3.81634 -0.1 -0.3 0.1 0.120
N 0.42150 0.31655 -2.81870 -0.4 -0.4 -0.3 0.134
Sc 0.35789 0.43683 0.69123 0.6 1.6 -1.0 0.406
C -2.15818 1.31926 -2.18709 0.4 -0.2 0.0 -0.283
H -2.07239 0.29769 -2.57763 -0.1 0.2 -0.1 0.082
H -3.16750 1.71048 -2.36640 0.2 -0.1 0.0 0.099
C 0.64639 -2.42198 -2.14034 0.0 0.5 0.1 -0.282
H -0.26618 -2.13494 -2.67698 0.2 -0.2 0.0 0.087
H 0.80688 -3.50491 -2.21764 0.0 0.2 0.0 0.099
P -1.93476 1.15129 -0.34929 -0.9 1.0 -0.8 0.780
P 0.30124 -2.01034 -0.35842 0.2 -1.5 -0.8 0.795
C 1.59982 -3.00792 0.47201 0.1 0.1 0.1 -0.259
H 1.42805 -2.97791 1.55600 0.1 -0.1 -0.2 0.035
H 1.57163 -4.05149 0.12110 0.0 0.3 0.2 0.059
H 2.58680 -2.57569 0.26531 -0.2 -0.1 0.0 0.047
C -1.16333 -3.06603 -0.05586 -0.1 0.0 0.1 -0.263
H -0.94291 -4.10853 -0.33320 -0.1 0.3 0.1 0.059
H -1.42889 -3.01413 1.00654 0.0 -0.1 -0.2 0.036
H -2.01158 -2.69588 -0.64581 0.2 -0.2 0.1 0.036
C -2.33004 2.84966 0.20951 0.1 0.0 0.2 -0.277
H -3.28116 3.18802 -0.22491 0.2 -0.1 0.1 0.056
H -2.39546 2.85140 1.30499 0.0 0.1 -0.3 0.040
H -1.52274 3.53416 -0.07917 -0.2 -0.2 0.1 0.047
C -3.44743 0.25207 0.10768 -0.1 -0.2 0.2 -0.260
H -3.47899 0.14589 1.19999 -0.1 0.0 -0.2 0.043
H -4.33356 0.80544 -0.23314 0.2 -0.2 0.1 0.059
H -3.43859 -0.75093 -0.33818 -0.1 0.2 0.1 0.035
H 1.60997 1.08951 -0.36163 0.8 0.0 -0.3 -0.131
H 0.16692 1.94449 1.67290 -0.2 0.1 0.3 -0.126
N -0.45031 -0.57313 2.35472 -1.2 -1.7 4.5 0.067
C -0.65452 -0.82358 3.48966 1.0 0.6 -3.4 -0.048
C -0.67650 -1.01965 4.88240 -0.3 -0.3 1.4 -0.214
C -1.86476 -0.84851 5.62579 0.3 0.2 0.0 -0.007
C -1.79074 -0.77758 7.01790 0.1 -0.1 -0.3 -0.048
C -0.55546 -0.92340 7.66476 -0.1 0.0 -0.2 -0.038
C 0.60804 -1.18604 6.93001 -0.2 -0.1 -0.2 -0.047
C 0.54863 -1.26345 5.54113 -0.1 0.3 -0.1 -0.007
H -2.81416 -0.75229 5.09729 0.3 0.1 0.2 0.125
H -2.70122 -0.59175 7.59249 0.4 -0.1 -0.2 0.119
H -0.50303 -0.83833 8.75220 0.0 0.0 -0.4 0.120
H 1.57046 -1.31565 7.42786 -0.4 0.0 -0.1 0.120
H 1.44040 -1.47788 4.94881 -0.2 0.2 0.2 0.126
```
Forces are in eV/Å.

Properties
- 2S+1: 1
- HOMO energy: -10.09 eV
- Energy above the lowest of the compared OMol25 structures with the same formula, charge and spin: 0.0 kcal/mol
- Total charge: +1
- Gap between HOMO and LUMO: 6.7 eV
- Maximum force: 0.0965 hartree/bohr
- Calculated total energy: -2561.4784 a.u.

---

Record 4
An isolated ion of composition C3H5N4 and charge +1 at a distorted geometry, computed with the ωB97M-V functional and the def2-TZVPD basis.

```
12
Properties=species:S:1:pos:R:3:forces:R:3:lowdin_charge:R:1
C 0.14090 -1.99846 3.54386 -1.1 1.1 -0.8 0.312
C 0.03333 -1.24062 2.40451 -0.2 0.2 -0.5 -0.337
C -0.95559 0.70509 -0.37934 -2.1 6.6 0.5 0.019
N -0.89742 -0.35200 1.64131 0.5 -1.4 3.1 0.246
N 1.11160 -1.40469 1.51903 1.7 -0.8 -1.2 0.047
N 0.89038 -0.64487 0.38980 -1.3 1.3 0.2 0.114
N -0.32609 -0.08578 0.58917 1.7 -1.6 -1.0 -0.198
H -0.85814 0.54566 -1.38944 0.9 -1.7 -2.1 0.069
H -0.52530 1.85122 -0.33173 -0.7 -2.8 0.4 0.187
H -2.07526 0.90301 -0.22063 1.8 -1.0 0.4 0.152
H 2.10165 -1.52538 1.73493 -0.6 0.4 0.4 0.177
H 1.31728 -0.73347 -0.54230 -0.5 -0.3 0.6 0.212
```
Forces are in eV/Å.

Properties
- 2S+1: 1
- HOMO energy (alpha / beta): -13.08 / -13.08 eV
- Energy above the lowest of the compared OMol25 structures with the same formula, charge and spin: 205.1 kcal/mol
- Total charge: +1
- Gap between HOMO and LUMO (alpha / beta): 7.3 / 7.3 eV
- Maximum force: 0.1358 hartree/bohr
- Calculated total energy: -335.7459 a.u.

---

Record 5
C21H28BN2O2Ru as an isolated structure at a distorted geometry, computed with the ωB97M-V functional and the def2-TZVPD basis.

```
55
Properties=species:S:1:pos:R:3:forces:R:3:mulliken_spin:R:1
Ru -0.91792 0.42355 0.29718 -1.0 -0.4 -1.0 0.826
C -1.82228 -2.58672 1.87995 0.0 0.0 0.0 0.005
C -2.08598 -1.12775 1.66819 0.1 0.0 -0.1 -0.040
C -3.00731 -0.69285 0.69905 0.2 -0.2 0.1 0.096
C -3.25936 0.67852 0.48910 0.1 0.2 0.0 -0.086
C -4.26213 1.14184 -0.51863 0.0 0.0 -0.1 0.005
C -2.49097 1.62371 1.20826 -0.3 0.2 0.4 0.144
C -1.60880 1.22947 2.24734 0.1 0.5 0.1 -0.101
C -0.91435 2.24001 3.11884 -0.1 0.0 0.0 -0.019
C -1.38919 -0.14908 2.42153 0.3 -0.3 0.0 0.056
H -1.08701 -2.94778 1.15821 0.0 0.0 0.0 -0.001
H -2.73303 -3.16692 1.74047 0.0 0.0 0.0 -0.003
H -1.43496 -2.77469 2.87925 0.0 0.0 0.0 0.000
H -3.54579 -1.43714 0.12484 0.0 0.0 0.0 0.012
H -3.77574 1.46692 -1.43989 0.0 0.0 0.0 -0.001
H -4.81560 1.99482 -0.12719 0.0 0.0 0.0 0.000
H -4.96440 0.34797 -0.76493 0.0 0.0 0.0 -0.001
H -2.63576 2.68107 1.02540 -0.1 0.0 0.0 -0.008
H -0.00113 2.60952 2.65592 0.0 0.0 0.0 -0.003
H -0.64598 1.79134 4.07318 0.0 0.0 0.0 0.001
H -1.56908 3.08863 3.30935 0.0 0.0 0.0 0.002
H -0.68875 -0.47529 3.17996 0.0 0.0 0.0 0.003
N -0.86076 1.00295 -7.12385 0.0 0.0 0.0 0.000
C -0.92012 0.94677 -5.97937 0.0 0.0 -0.1 0.000
C -0.99132 0.87868 -4.54929 0.0 0.0 0.1 -0.001
C -0.41274 1.87143 -3.76415 0.0 0.0 0.0 0.011
C -0.49665 1.76307 -2.39253 -0.1 0.2 0.1 0.021
N -1.12382 0.74578 -1.78303 0.4 -0.3 0.0 0.024
C -1.67032 -0.21815 -2.54516 -0.1 0.0 0.0 0.003
C -1.63546 -0.18482 -3.92185 0.0 0.0 0.0 -0.003
H 0.09557 2.71402 -4.21042 0.0 0.0 0.0 0.000
H -0.06367 2.51999 -1.75129 0.0 0.0 0.0 -0.007
H -2.14890 -1.03674 -2.02563 0.0 0.0 0.0 -0.001
H -2.09567 -0.97652 -4.49545 0.0 0.0 0.0 0.000
C 3.99137 0.89729 0.59922 0.0 0.0 0.0 -0.001
C 3.07993 -0.15785 1.18884 0.0 0.0 0.1 0.005
C 3.75676 -0.92790 2.29859 0.0 0.0 0.0 0.000
O 1.91614 0.57445 1.80196 0.1 0.0 -0.2 0.059
B 0.99663 0.52242 0.85775 0.0 0.1 0.7 0.132
O 1.17073 -0.20098 -0.28329 0.2 -0.1 0.0 -0.137
C 2.38646 -1.07336 0.11294 0.0 0.0 -0.1 0.010
C 3.18189 -1.28822 -1.14747 0.0 0.0 0.0 0.003
C 1.80941 -2.35539 0.66221 0.0 0.0 0.1 -0.004
H 4.27388 1.59704 1.38387 0.0 0.0 0.0 0.000
H 3.50951 1.45522 -0.20538 0.0 0.0 0.0 -0.001
H 4.90123 0.44567 0.20531 0.0 0.0 0.0 0.000
H 4.19674 -0.22806 3.00693 0.0 0.0 0.0 0.000
H 4.56318 -1.54171 1.89366 0.0 0.0 0.0 0.000
H 3.06124 -1.57219 2.83133 0.0 0.0 0.0 0.000
H 3.44232 -0.34963 -1.62917 0.0 0.0 0.0 0.000
H 2.62133 -1.90792 -1.84580 0.0 0.0 0.0 0.000
H 4.10615 -1.81610 -0.90317 0.0 0.0 0.0 0.000
H 1.20221 -2.17747 1.55289 0.0 0.0 0.0 -0.001
H 2.61026 -3.04119 0.93766 0.0 0.0 0.0 0.001
H 1.20200 -2.83971 -0.10222 0.0 0.0 0.0 0.000
```
Forces are in eV/Å.

Properties
- 2S+1: 2
- HOMO energy (alpha / beta): -15.81 / -16.38 eV
- Total charge: +2
- Gap between HOMO and LUMO (alpha / beta): 8.2 / 7.9 eV
- Maximum force: 0.0292 hartree/bohr
- Calculated total energy: -1196.2389 a.u.

---

Record 6
C3H3ErO3 as an isolated structure at a distorted geometry, computed with the ωB97M-V functional and the def2-TZVPD basis.

```
10
Properties=species:S:1:pos:R:3:forces:R:3:mulliken_spin:R:1
C -1.17096 -1.57477 1.00775 0.5 0.6 -0.1 0.010
C -0.66902 -0.32454 1.00665 -2.4 -0.8 0.2 0.009
O 0.60641 -0.00794 0.91494 4.0 3.8 0.1 -0.263
Er 1.98245 1.90750 1.00305 -2.4 -3.9 -0.9 4.299
H -0.51752 -2.44838 0.94927 -0.2 0.3 0.0 0.000
H -2.25033 -1.72264 1.03744 0.4 0.1 0.1 -0.001
H -1.37480 0.52047 1.08794 0.2 -0.3 -0.1 -0.018
O 2.08253 1.21408 -1.66682 0.4 0.3 1.5 -0.057
C 1.10568 1.19429 -2.31071 -1.1 0.3 -1.8 0.029
O 0.20558 1.24195 -3.02949 0.7 -0.3 1.0 -0.008
```
Forces are in eV/Å.

Properties
- 2S+1: 5
- HOMO energy (alpha / beta): -11.49 / -11.51 eV
- Energy above the lowest of the compared OMol25 structures with the same formula, charge and spin: 0.0 kcal/mol
- Total charge: +1
- Gap between HOMO and LUMO (alpha / beta): 6.1 / 5.4 eV
- Maximum force: 0.1065 hartree/bohr
- Calculated total energy: -1356.5565 a.u.